Entry P
Here is an isolated ion of composition C3H10N and charge +1 from the Open Molecules 2025 dataset. Energies are from ωB97M-V with the def2-TZVPD basis set.

Each line ends with the Löwdin charge.
Geometry (Å):
C: 1.45517 -0.05366 -0.14193  -0.10
C: 0.07729 0.02990 0.42524  -0.42
C: -0.83801 -1.22963 -0.05632  0.00
N: -0.62178 1.28293 0.00270  0.16
H: 1.88717 -1.05220 0.14428  0.11
H: 1.60246 -0.11806 -1.29826  0.13
H: 1.98193 0.85548 0.28062  0.10
H: 0.15925 -0.01983 1.68037  0.22
H: -1.86432 -0.87903 -0.30826  0.09
H: -0.90811 -1.85226 0.77664  0.06
H: -0.25737 -1.52018 -0.92971  0.08
H: -0.66720 1.40371 -1.08238  0.22
H: -0.32669 2.18232 0.36289  0.16
H: -1.67979 0.97049 0.14411  0.21

Summary:
Charge ... +1
SMILES string ... CC(C)[NH3+]
Orbital gap ... 12.426 eV
Highest occupied orbital energy ... -16.3 eV



Entry Q
Here is a 2-piece molecular cluster, C3H10N overall from the Open Molecules 2025 dataset. Energies are from ωB97M-V with the def2-TZVPD basis set.

Each line ends with the Löwdin charge.
Geometry (Å):
C: -4.04702 -0.40047 0.17146  -0.05
H: -3.20263 -0.54525 0.84274  0.00
H: -4.13198 0.65857 -0.05332  0.01
H: -3.97736 -1.00534 -0.72987  0.01
H: -4.94795 -0.76893 0.66060  0.02
C: 0.89589 1.00549 -0.55868  0.02
C: 2.08329 -0.65614 0.74961  0.20
N: 1.96517 0.02901 -0.32099  0.00
H: 1.36512 1.98218 -0.68048  0.12
H: 0.40686 0.74041 -1.49305  0.11
H: 0.24584 1.01760 0.30883  0.10
H: 1.32028 -0.47551 1.49517  0.13
H: 2.94017 -1.31085 0.82560  0.13
H: 2.72740 -0.00903 -0.99388  0.18

Summary:
Charge ... +1
Orbital gap ... 9.999 eV
Highest occupied orbital energy ... -15.5 eV



Q: Which of them is the least stable? A: entry P.